# 1
The following is a quantum chemistry calculation of a molecular structure, C36H32FP2Pr at a distorted geometry, from the Open Molecules 2025 dataset.

Kohn-Sham gap (alpha / beta) (Eh): 0.2547 / 0.2629
Charge: +2
HOMO (alpha / beta) (eV): -13.813 / -13.803
Spin multiplicity: 3
DFT total energy (eV): -73200.594
ΔE to the lowest compared entry with this formula, charge and spin (eV): 1.060

Geometry as XYZ:
```
72
Properties=species:S:1:pos:R:3:forces:R:3
C 0.409028 1.982976 1.241370 0.2 0.0 -0.4
C 1.363321 1.327450 0.440816 -0.4 0.5 -0.1
C 1.913804 2.005828 -0.656707 0.1 0.0 0.1
C 1.585002 3.334785 -0.904457 0.0 0.0 -0.1
C 0.676620 3.998884 -0.077319 0.0 -0.2 0.2
C 0.062749 3.307578 0.965707 0.3 0.2 0.2
P 1.791395 -0.413037 0.747471 0.8 0.3 0.4
C 3.539049 -0.525338 0.175635 -0.2 -0.3 -0.3
C 3.826063 -1.182392 -1.039770 0.2 0.6 0.5
C 5.108666 -1.117535 -1.583742 0.1 -0.1 -0.1
C 6.127207 -0.442617 -0.902917 -0.3 0.0 0.2
C 5.850657 0.163755 0.328650 -0.2 -0.1 0.0
C 4.565365 0.111257 0.881207 0.2 0.0 -0.5
Pr 0.158338 -2.189489 -1.003526 2.6 -1.7 1.3
P -1.871879 -0.382986 -0.874860 -0.8 -0.4 0.2
C -1.651781 0.835003 -2.225841 -0.2 0.4 0.0
C -2.412113 2.015249 -2.281572 0.5 -0.4 -0.1
C -1.989867 3.064198 -3.097737 0.0 -0.1 -0.2
C -0.887177 2.909971 -3.944540 0.0 -0.2 0.1
C -0.177300 1.702393 -3.958556 0.1 -0.1 0.0
C -0.529808 0.681689 -3.078339 -0.5 0.1 0.5
C -2.345265 -1.953638 -1.670908 -0.6 -0.1 -0.2
C -2.223496 -3.125189 -0.855175 -0.5 0.2 -1.0
C -2.157916 -4.381923 -1.478759 -0.6 0.5 0.4
C -2.420007 -4.457328 -2.847046 0.0 -0.3 -0.4
C -2.615991 -3.313040 -3.628420 -0.2 -0.2 -0.3
C -2.527745 -2.044486 -3.066277 0.2 -0.3 0.8
C -3.081532 -0.291376 0.473875 -0.5 0.4 0.4
C -2.655595 -0.522351 1.803863 -0.1 0.2 -0.6
C -3.538920 -0.307829 2.857631 -0.1 0.0 -0.1
C -4.841097 0.141177 2.599758 0.2 0.0 -0.2
C -5.249157 0.386925 1.285868 0.0 0.0 0.0
C -4.377625 0.168167 0.216680 0.3 -0.1 0.3
C 1.903536 -0.521199 2.562008 -0.4 -0.5 0.5
C 2.197337 0.587648 3.363924 -0.1 -0.1 0.2
C 2.261156 0.446524 4.755591 0.1 0.0 -0.2
C 2.054631 -0.796084 5.358096 0.0 -0.2 -0.4
C 1.774492 -1.912979 4.557052 0.1 0.2 0.1
C 1.693893 -1.776313 3.173055 -0.1 0.3 -0.2
H -2.141648 -3.033293 0.235582 0.0 0.0 -0.3
H -1.991428 -5.276285 -0.875395 -0.1 0.2 -0.2
H -2.517586 -5.437854 -3.315350 0.2 0.3 0.1
H -2.865037 -3.404929 -4.688489 0.2 -0.1 0.3
H -2.639030 -1.128791 -3.653563 0.1 -0.4 0.1
H -3.297791 2.099653 -1.654847 0.2 0.2 -0.1
H -2.525806 4.011515 -3.075796 0.1 -0.2 -0.1
H -0.564213 3.725873 -4.597061 -0.2 -0.3 0.3
H 0.673250 1.559090 -4.633459 -0.4 0.1 0.3
H 0.097879 -0.228916 -3.044378 -0.3 0.4 -0.1
H -1.615377 -0.800489 1.994368 -0.3 0.0 0.1
H -3.204032 -0.454107 3.885917 -0.1 0.0 -0.3
H -5.525402 0.319560 3.430308 0.2 0.0 -0.3
H -6.245683 0.776733 1.086286 0.2 -0.2 0.1
H -4.666397 0.383488 -0.811893 -0.2 -0.1 0.3
H 2.359787 1.565240 2.908676 0.0 -0.2 0.2
H 2.484224 1.320005 5.365304 0.0 -0.2 -0.1
H 2.132820 -0.906105 6.442421 -0.1 0.1 -0.4
H 1.632738 -2.892896 5.017731 0.0 0.3 -0.2
H 1.449874 -2.636283 2.544633 0.1 0.2 0.3
H 3.041239 -1.725599 -1.583822 0.2 0.1 0.0
H 5.315432 -1.587105 -2.546394 0.0 0.1 0.3
H 7.134545 -0.399353 -1.326549 -0.4 0.0 0.2
H 6.639134 0.689606 0.863882 -0.1 -0.2 -0.1
H 4.359707 0.584628 1.841535 0.1 -0.1 -0.3
H 2.638216 1.499986 -1.298399 -0.1 0.2 0.2
H 2.043382 3.848243 -1.751580 -0.1 -0.1 0.3
H 0.444761 5.053469 -0.226943 0.0 -0.3 -0.1
H -0.695951 3.818068 1.567224 0.3 -0.3 -0.1
H -0.128004 1.423949 2.013672 0.4 0.3 0.0
H -2.057185 1.856234 0.410263 1.3 -0.9 -0.4
H -1.425806 1.393637 0.261728 -1.5 1.7 0.5
F 0.351350 -3.531300 0.602597 -0.2 1.0 -1.3
```
Positions in Å, forces in eV/Å.

Atom charges from the Mulliken analysis, given in e for atoms 1 to 8: number 1, C, carries -1.441; number 2, C, carries 1.471; number 3, C, carries -0.891; number 4, C, carries -0.601; number 5, C, carries -0.816; number 6, C, carries -0.255; number 7, P, carries 0.772; number 8, C, carries 0.942



# 2
The following is a quantum chemistry calculation of a molecular structure, C36H32HfIN6O6S at a distorted geometry, from the Open Molecules 2025 dataset.

Kohn-Sham gap (Eh): 0.2450
Charge: +1
HOMO (eV): -9.795
DFT total energy (eV): -79320.017
ΔE to the lowest compared entry with this formula, charge and spin (eV): 1.716

Geometry as XYZ:
```
83
Properties=species:S:1:pos:R:3:forces:R:3
Hf 0.394108 -1.519135 -1.482934 -3.3 -3.8 4.1
C 4.054340 8.931969 6.847426 0.2 0.0 0.2
O 2.998061 8.894214 5.911312 -0.3 0.0 -0.2
C 2.757944 7.761891 5.224270 -0.1 -0.3 -0.2
C 1.672101 7.792331 4.339167 0.1 0.2 0.2
C 1.359672 6.697159 3.571804 0.3 -0.2 0.1
C 2.121683 5.526326 3.657332 0.2 0.7 0.4
C 3.198951 5.497547 4.544998 -0.3 -0.1 -0.3
C 3.512757 6.591420 5.321888 0.1 0.4 0.2
C 1.818159 4.355445 2.876876 0.0 -0.6 -0.2
N 2.519462 3.239458 2.897167 0.3 0.2 0.3
C 1.874633 2.376619 2.081718 -1.2 0.7 -0.6
C 0.736385 2.984371 1.537409 0.9 -0.7 0.3
N 0.726129 4.246396 2.052696 0.1 0.1 0.1
C -0.164396 2.304520 0.689660 -0.3 -0.5 -0.2
C -1.280321 2.883829 0.069773 0.1 -0.4 0.0
C -2.092011 2.090573 -0.706603 0.1 -0.1 0.1
C -1.790995 0.737057 -0.830611 -0.3 -0.1 0.1
N -0.729937 0.160377 -0.282509 0.0 0.7 0.2
C 0.105282 0.930540 0.438525 -0.3 0.6 0.4
C 1.334526 0.326761 0.897811 0.3 0.3 0.6
N 1.626280 -0.909524 0.438883 0.3 0.2 0.1
C 2.816389 -1.416680 0.736560 0.1 -0.3 0.1
C 3.741100 -0.786922 1.569359 -0.1 0.2 0.0
C 3.444911 0.456017 2.076105 -0.2 -0.2 -0.2
C 2.233128 1.051140 1.715145 -0.3 -0.5 -0.3
H 4.007297 9.923238 7.293423 0.1 -0.1 0.0
H 5.027223 8.797210 6.365451 -0.1 0.0 0.0
H 3.919549 8.180663 7.630122 0.0 0.0 0.0
H 1.098206 8.702260 4.264475 -0.1 0.1 0.0
H 0.519063 6.763317 2.896907 -0.1 0.1 -0.1
H 3.784986 4.595351 4.608468 0.1 -0.1 0.0
H 4.357172 6.538204 5.989527 0.1 0.0 0.1
H 0.079468 4.981176 1.823521 0.0 0.0 0.1
H -1.495225 3.934310 0.194907 0.0 0.1 0.0
H -2.947774 2.492983 -1.225866 -0.1 0.0 0.0
H -2.446713 0.092375 -1.400189 0.1 0.0 -0.1
H 3.060609 -2.379927 0.300323 -0.1 0.1 0.0
H 4.677817 -1.269279 1.795945 0.1 -0.1 0.0
H 4.120803 1.004177 2.712918 0.1 0.0 0.1
I 0.510016 -3.981273 0.254139 0.3 -1.2 -0.6
C 0.484746 -5.246912 -1.526078 0.0 0.1 0.8
C 0.543184 -6.597927 -1.338294 -0.1 0.4 0.3
C 0.573835 -7.438035 -2.461683 0.0 0.0 -0.2
C 0.569213 -6.891632 -3.713093 0.0 -0.2 0.2
C 0.537579 -5.494978 -3.904489 0.0 0.3 0.4
C 0.586517 -4.942217 -5.199793 0.0 0.3 -0.1
C 0.561889 -3.588269 -5.372989 -0.1 -0.2 -0.1
C 0.467253 -2.727781 -4.263705 0.0 -0.2 0.2
C 0.410439 -3.194914 -2.958267 0.1 -0.4 -0.4
C 0.472385 -4.608365 -2.779881 -0.1 0.1 -0.4
H 0.565537 -7.014545 -0.344274 0.0 -0.1 0.1
H 0.604176 -8.505617 -2.314987 0.0 -0.1 0.0
H 0.592300 -7.524609 -4.586447 0.0 -0.1 -0.1
H 0.662635 -5.610000 -6.045300 0.0 -0.1 -0.1
H 0.616310 -3.168132 -6.365522 0.0 0.0 -0.1
H 0.464038 -1.659814 -4.464580 0.0 -0.2 -0.1
O 2.043541 0.653280 -4.011348 -0.1 -0.3 -0.1
S 1.536183 0.260499 -2.748886 1.9 3.3 -1.3
O 0.051514 -0.143032 -2.822816 -0.7 1.0 -1.5
O 2.108601 -1.066902 -2.247706 2.2 0.2 -1.0
O 1.631265 1.170434 -1.633218 0.3 0.4 -0.5
C -2.837235 -1.658885 -3.548818 0.4 0.1 -0.1
N -3.566892 -2.112471 -2.379450 0.2 0.0 0.0
C -5.000467 -2.282673 -2.547006 -0.3 -0.2 0.2
C -5.463640 -3.499660 -1.764327 0.1 0.2 0.1
C -5.072814 -3.305666 -0.311299 -0.4 -0.1 -0.2
N -3.689885 -2.878470 -0.195584 0.2 0.0 0.0
C -3.097707 -3.108968 1.105486 0.3 0.1 0.2
C -2.949793 -2.421124 -1.221573 0.5 0.0 -0.2
O -1.696609 -2.260040 -1.073812 -0.7 0.3 -0.4
H -2.771895 -2.457578 -4.295213 0.1 0.1 0.1
H -1.825066 -1.341651 -3.280934 -0.5 -0.1 -0.2
H -3.361724 -0.809236 -3.991635 0.0 0.0 0.0
H -5.212646 -2.405335 -3.609838 0.1 0.0 0.1
H -5.526931 -1.386004 -2.200843 0.0 0.0 -0.1
H -4.977121 -4.388100 -2.165093 0.0 -0.1 0.0
H -6.541424 -3.625055 -1.847687 0.0 0.0 0.0
H -5.180480 -4.244717 0.235853 0.0 0.0 0.0
H -5.719788 -2.562616 0.168362 0.0 -0.1 0.0
H -2.766584 -4.145899 1.215228 -0.1 0.1 0.0
H -3.847020 -2.888702 1.866711 0.1 0.0 0.0
H -2.238259 -2.456171 1.247530 -0.1 0.0 0.0
```
Positions in Å, forces in eV/Å.

Atom charges from the Mulliken analysis, given in e for atoms 1 to 8: number 1, Hf, carries 0.183; number 2, C, carries -0.839; number 3, O, carries -0.460; number 4, C, carries 0.878; number 5, C, carries -0.790; number 6, C, carries -0.479; number 7, C, carries 0.373; number 8, C, carries -0.761



# 3
The following is a quantum chemistry calculation of a molecular structure, C36H32N4O7Pt at a distorted geometry, from the Open Molecules 2025 dataset.

Kohn-Sham gap (alpha / beta) (Eh): 0.1347 / 0.1347
Charge: +2
HOMO (alpha / beta) (eV): -12.323 / -12.323
DFT total energy (eV): -61374.299
ΔE to the lowest compared entry with this formula, charge and spin (eV): 4.346

Geometry as XYZ:
```
80
Properties=species:S:1:pos:R:3:forces:R:3
Pt 0.296267 0.139069 0.016685 -1.1 3.6 -1.8
O -1.970542 3.415693 1.507926 0.0 0.0 0.1
C -1.392396 2.584811 0.872734 0.3 0.2 -0.4
N -1.065039 1.303422 1.267053 0.5 -1.3 -0.2
C -1.415943 0.841581 2.524147 0.1 -0.4 0.3
O -1.990389 1.448076 3.382840 0.0 0.1 -0.1
C -0.995236 -0.582149 2.714517 -0.1 0.1 0.5
C -1.066429 -1.178571 3.960623 0.0 -0.1 -0.1
C -0.662554 -2.500045 4.076535 0.0 0.1 0.0
C -0.229417 -3.177703 2.945366 -0.1 0.0 -0.1
C -0.184447 -2.502554 1.738601 0.0 -0.3 0.2
N -0.557657 -1.227981 1.643338 0.8 -0.4 -0.2
C -0.978403 2.830173 -0.545286 -0.1 0.5 0.2
C -1.055374 4.093966 -1.098719 -0.1 0.0 -0.3
C -0.780262 4.242355 -2.449871 0.0 0.0 0.1
C -0.480706 3.113345 -3.202834 -0.2 -0.1 0.1
C -0.376969 1.894171 -2.560388 0.0 -0.3 -0.4
N -0.600068 1.767638 -1.251301 1.4 -0.8 0.6
H -1.425763 -0.603473 4.802469 0.0 0.0 0.0
H -0.687300 -2.994879 5.037994 0.0 0.0 0.0
H 0.071849 -4.213935 2.995921 0.0 0.0 0.0
H 0.169057 -2.986225 0.838465 0.0 0.0 0.0
H -1.328387 4.931001 -0.470887 -0.1 -0.1 0.1
H -0.804140 5.218439 -2.914497 0.0 0.0 0.0
H -0.332145 3.170459 -4.271146 0.1 0.0 0.0
H -0.124049 0.992444 -3.102510 0.1 0.0 0.0
O 1.791604 1.217804 1.373279 -2.4 -0.1 -1.8
C 2.363532 0.142125 1.745394 1.5 -1.6 1.0
O 2.052369 -0.950277 1.222000 0.0 0.1 0.1
C 3.399887 0.179608 2.805698 -0.3 0.8 -0.3
C 3.854585 1.411068 3.283077 -0.3 -0.3 -0.3
C 4.848685 1.487717 4.246905 0.3 -0.1 0.3
C 5.357206 0.291944 4.707894 -0.4 -0.5 -0.4
O 6.327983 0.081659 5.611439 0.0 0.4 0.1
C 6.511123 -1.324733 5.717247 0.5 -0.4 0.3
O 5.552964 -1.943904 4.867825 -0.2 -0.3 -0.1
C 4.882551 -0.950193 4.243150 0.0 0.7 -0.1
C 3.903510 -1.035261 3.289663 0.3 -0.3 0.2
H 3.409934 2.309315 2.878043 0.1 0.1 0.1
H 5.218130 2.430500 4.622369 0.0 0.0 0.0
H 6.366531 -1.649604 6.750152 -0.2 0.1 -0.1
H 7.521084 -1.595127 5.394560 -0.1 0.1 -0.1
H 3.537546 -1.979710 2.916943 0.0 0.0 0.0
C -3.971148 -5.593933 -5.175390 0.0 0.0 0.0
C -3.114737 -4.622780 -4.433644 0.1 0.1 0.1
C -3.617665 -3.890639 -3.361928 0.0 0.1 0.0
C -2.832575 -3.000709 -2.652265 0.0 -0.1 0.0
C -3.445225 -2.250771 -1.510083 0.0 0.0 0.1
C -1.471575 -2.830835 -3.043168 -0.3 0.2 0.3
C -0.597770 -1.929797 -2.362820 0.5 -0.4 -0.9
O -0.862731 -1.298891 -1.324660 0.1 1.3 1.7
C -0.949767 -3.564316 -4.145925 0.1 -0.1 0.0
C 0.478653 -3.425125 -4.602581 0.0 0.0 0.0
C -1.777183 -4.444989 -4.803043 0.0 0.0 -0.1
H -5.021973 -5.478413 -4.922314 0.0 0.0 0.0
H -3.665465 -6.612223 -4.925521 0.0 0.0 0.0
H -3.846290 -5.474416 -6.251234 0.0 0.0 0.0
H -4.656210 -4.018594 -3.084052 0.0 0.0 0.0
H -4.517046 -2.429155 -1.464934 0.0 0.0 0.0
H -3.267225 -1.179534 -1.596029 -0.1 0.0 0.0
H -2.999091 -2.565098 -0.564621 0.0 0.0 0.0
H 0.391939 -1.813307 -2.823296 -0.1 0.1 0.1
H 1.177393 -3.704074 -3.811503 0.0 0.0 0.0
H 0.701605 -2.402307 -4.913509 0.0 0.0 0.0
H 0.664717 -4.075528 -5.453421 0.0 0.0 0.0
H -1.396645 -5.016859 -5.640568 0.1 0.0 0.0
C 5.104183 -0.247330 -4.324428 0.0 0.0 0.0
C 4.011365 -0.141568 -3.313833 -0.1 0.0 0.1
C 3.475320 -1.271793 -2.695255 0.0 0.1 0.0
C 2.465547 -1.134944 -1.766307 0.2 -0.3 -0.1
N 1.944181 0.056869 -1.454739 -0.9 -0.9 1.0
C 2.461483 1.154100 -2.013643 0.0 0.4 0.1
C 3.485389 1.095241 -2.933621 0.0 -0.2 0.0
H 5.533204 -1.246190 -4.337209 0.0 0.0 0.0
H 5.889977 0.479291 -4.120370 0.0 0.0 0.0
H 4.713850 -0.027988 -5.320168 0.0 0.0 0.0
H 3.855129 -2.255958 -2.931765 0.0 0.0 0.1
H 2.074537 -1.993248 -1.237378 0.0 0.0 0.0
H 2.050954 2.106080 -1.704458 0.0 0.0 0.1
H 3.874714 2.011573 -3.355333 0.0 0.0 0.0
```
Positions in Å, forces in eV/Å.

Atom charges from the Mulliken analysis, given in e for atoms 1 to 8: number 1, Pt, carries 3.956; number 2, O, carries -0.541; number 3, C, carries -0.063; number 4, N, carries -0.003; number 5, C, carries -0.045; number 6, O, carries -0.560; number 7, C, carries 0.422; number 8, C, carries -0.643